1.
# C8H14PZn

C8H14PZn as an isolated structure (wB97M-V/def2-TZVPD, OMol25).

Computed properties:
highest occupied orbital energy	-0.46626	hartree
maximum force	0.52	eV Å⁻¹
LUMO	-0.123	Ha
frontier orbital gap	9.4	eV
charge	+1
relative energy (zero: lowest compared OMol25 entry of this formula, charge and spin)	0.1466	eV

Last column: Mulliken charge in e.
Cartesian coordinates (Å):
C (2.9463, 0.4399, -0.9129)  -0.59
C (-2.0026, 0.6605, 1.0091)  -1.23
P (-1.2902, -0.3871, -0.2797)  1.03
C (1.9235, 1.7142, 0.7174)  -0.38
Zn (0.7975, 0.3868, -0.7644)  -0.07
C (-1.1878, -2.0520, 0.4143)  -1.21
C (2.0602, 0.3939, 1.2073)  -0.51
H (-2.1560, -1.1377, -2.3959)  0.39
H (-3.4494, -0.8548, -1.2091)  0.36
H (-2.9681, 0.2627, 1.3238)  0.39
H (1.7535, 0.0491, 2.1829)  0.52
C (2.4720, 1.7616, -0.5922)  -0.58
H (-2.1365, 1.6754, 0.6363)  0.37
C (-2.5097, -0.4724, -1.6091)  -1.05
H (-2.1775, -2.3691, 0.7451)  0.39
H (-1.3284, 0.6883, 1.8649)  0.38
H (2.6009, 2.6412, -1.2023)  0.55
H (-0.8189, -2.7479, -0.3384)  0.37
H (2.9561, -1.4335, 0.3004)  0.48
H (-0.5043, -2.0591, 1.2627)  0.38
H (3.4982, 0.1654, -1.7974)  0.56
H (-2.6763, 0.5167, -2.0337)  0.39
C (2.6848, -0.3935, 0.2111)  -0.40
H (1.5127, 2.5512, 1.2597)  0.48



2.
# C8H14Si

A 2-piece molecular cluster, C8H14Si overall in a non-equilibrium geometry (wB97M-V/def2-TZVPD, OMol25).

Computed properties:
highest occupied orbital energy (alpha / beta)	-0.31345 / -0.29711	hartree
maximum force	5.02	eV Å⁻¹
LUMO (alpha / beta)	-0.033 / -0.015	Ha
frontier orbital gap (alpha / beta)	7.6 / 7.7	eV
relative energy (zero: lowest compared OMol25 entry of this formula, charge and spin)	6.8805	eV

Last column: Mulliken charge in e.
Cartesian coordinates (Å):
C (-0.0730, 1.1150, -2.3307)  -0.70
C (1.4767, -0.6467, -0.7119)  -0.49
H (-0.8547, 1.5562, -0.4254)  0.48
H (0.6313, 1.8741, -2.4344)  0.34
H (-1.7845, 1.1500, 2.8811)  0.33
C (-1.4003, 0.4799, 3.5270)  -0.86
H (0.8277, 0.1389, -4.0359)  0.31
H (-1.5263, 0.7680, 4.4899)  0.37
C (0.7318, -0.1127, -2.8868)  -0.74
H (-1.4586, 0.1225, -0.9075)  0.41
C (-0.6201, 0.7129, -0.9072)  -0.75
C (-1.7322, -1.0588, 3.3880)  -0.52
H (1.2344, -0.7370, 3.9593)  -0.08
H (-2.4120, -1.2936, 2.4449)  0.17
H (-1.8562, -1.8131, 4.1114)  0.40
H (0.0147, -1.0134, -2.8613)  0.27
Si (0.0739, -0.6087, 2.8832)  0.31
C (2.0271, -0.2654, -2.0798)  -0.47
C (0.3858, -0.1236, -0.1826)  -0.11
H (2.6453, 0.6019, -2.1362)  0.32
H (1.9497, -1.2009, 0.0196)  0.45
H (-0.8781, 1.3623, -3.1166)  0.31
H (2.5978, -1.0079, -2.6881)  0.24



3.
# C8H15AgCl6Ni2O8P

C8H15AgCl6Ni2O8P as an isolated structure in a non-equilibrium geometry (wB97M-V/def2-TZVPD, OMol25).

Computed properties:
highest occupied orbital energy (alpha / beta)	-0.33723 / -0.34199	hartree
spin multiplicity	6
<S²>	8.767
maximum force	8.79	eV Å⁻¹
LUMO (alpha / beta)	-0.051 / -0.170	Ha
frontier orbital gap (alpha / beta)	7.8 / 4.7	eV

Last column: Mulliken charge in e.
Cartesian coordinates (Å):
O (1.8377, -0.5429, -0.5973)  -1.25
C (-0.8460, 2.5652, 3.1498)  -0.24
H (-2.0235, -2.1910, 4.0642)  0.32
Ni (1.3050, -1.6320, 0.9725)  0.64
Cl (-1.8879, 3.8811, 3.7605)  -0.20
H (-1.5330, -3.8693, 3.6148)  0.36
H (-0.4603, 3.3063, 1.1499)  -0.15
O (0.8802, -3.1666, -0.4170)  -0.82
H (-0.2959, 2.1163, 3.9751)  0.37
Ni (1.6518, -1.8925, -2.1393)  0.75
P (0.3803, 0.1229, -0.7728)  2.28
O (0.8259, 1.6154, -0.8680)  -0.78
O (-0.1434, -0.4333, 0.5767)  -0.27
Cl (-3.5657, 1.5641, -3.3292)  -0.22
H (-1.4062, -3.0738, 1.1905)  0.06
H (-1.4971, 3.2262, -0.7448)  -0.31
Cl (0.1688, -2.3061, 3.3391)  -0.14
O (2.5522, -3.2682, 0.7637)  -0.72
C (-2.1204, -2.7279, 1.9339)  -0.10
Cl (-3.5508, -3.8097, 1.8311)  -0.22
H (-0.9402, 2.4339, -2.2254)  0.15
O (3.0009, -0.6127, -3.0501)  -0.27
H (-3.8344, 2.4131, -1.1740)  0.41
H (-2.7168, 1.0744, -1.2286)  0.00
C (-2.9637, 2.0266, -1.6994)  -0.14
C (-1.7727, 2.9468, -1.7582)  0.27
H (0.7730, 2.2424, 1.8847)  -0.04
Cl (1.1391, 4.3633, 2.6635)  -0.20
C (2.0259, -3.7297, -0.3344)  1.31
Ag (2.7316, 1.2579, -1.6304)  0.37
H (-1.4836, 1.7663, 2.7682)  0.10
O (2.6502, -3.5872, -1.4354)  -0.77
C (4.0085, -1.0035, -3.9482)  -0.53
O (0.1479, -0.6486, -2.0704)  -0.83
Cl (-2.0117, 4.4706, -2.6369)  -0.21
H (-2.4543, -1.7353, 1.6495)  0.19
C (-1.5087, -2.8176, 3.3439)  -0.40
H (5.0296, -0.7891, -3.6122)  0.31
H (3.8951, -0.5238, -4.9270)  0.31
C (0.0704, 3.0566, 2.0603)  0.36
H (3.9426, -2.0885, -4.0930)  0.21



4.
# C8H15BrN

An isolated ion of composition C8H15BrN and charge +1 in a non-equilibrium geometry (wB97M-V/def2-TZVPD, OMol25).

Computed properties:
highest occupied orbital energy	-0.53103	hartree
maximum force	5.00	eV Å⁻¹
LUMO	-0.105	Ha
frontier orbital gap	11.6	eV
charge	+1
relative energy (zero: lowest compared OMol25 entry of this formula, charge and spin)	0.0000	eV

Last column: Mulliken charge in e.
Cartesian coordinates (Å):
N (-0.4832, 0.7633, 0.8167)  0.08
H (2.4215, -0.5751, 0.4544)  0.43
H (1.6046, 0.2437, -1.7739)  0.37
C (-1.0210, 2.0846, 0.5488)  -1.09
H (-1.1444, -1.5842, 1.5501)  0.39
C (-0.7552, -0.0587, -1.5081)  -0.66
C (0.6274, 0.5839, -1.3523)  -0.73
H (1.3043, -0.6473, 1.7640)  0.45
H (-1.3343, 0.6492, -2.1867)  0.37
C (-1.3293, -0.2908, -0.1326)  0.25
C (0.7694, 0.6299, 0.1915)  -0.13
H (0.6371, 1.6370, -1.8129)  0.39
H (-0.8260, -1.0228, -2.0304)  0.35
C (-0.8916, -1.6208, 0.4692)  -1.03
H (-0.8768, 2.5675, 1.4062)  0.53
H (-0.4895, 0.4113, 1.7852)  0.43
H (-1.4139, -2.4962, 0.0491)  0.43
H (0.6454, -2.1864, -0.8841)  0.34
H (1.0246, -2.7671, 0.6629)  0.48
C (1.3710, -0.6549, 0.7114)  -1.20
H (1.4126, 1.3866, 0.4936)  0.57
Br (-3.2721, -0.1316, 0.0874)  0.00
H (-2.0679, 2.2081, 0.3426)  0.35
C (0.5936, -1.9560, 0.1516)  -0.76
H (-0.4685, 2.5652, -0.1566)  0.37



5.
# C8H15Cl2HoN5

C8H15Cl2HoN5 as an isolated structure in a non-equilibrium geometry (wB97M-V/def2-TZVPD, OMol25).

Computed properties:
highest occupied orbital energy (alpha / beta)	-0.06510 / -0.06649	hartree
spin multiplicity	5
<S²>	6.006
maximum force	6.20	eV Å⁻¹
LUMO (alpha / beta)	0.072 / 0.072	Ha
frontier orbital gap (alpha / beta)	3.7 / 3.8	eV
charge	-1

Last column: Mulliken charge in e.
Cartesian coordinates (Å):
C (-0.5424, 0.6082, -0.9802)  -0.02
N (-1.6422, -1.1415, 5.5529)  -0.63
C (2.3803, -0.1558, -0.9002)  -0.82
H (2.1925, 0.1478, 3.9077)  0.46
H (-0.3814, -0.5534, -4.6685)  0.31
N (0.3575, -0.3277, 2.9141)  0.21
N (0.5369, -0.3017, 5.1315)  -0.73
C (-1.6739, 0.0856, -3.0085)  -0.69
C (1.1828, -0.1274, 3.9777)  -0.14
H (1.2445, 1.5303, -1.8140)  -0.19
H (-0.9546, 0.6165, 0.1061)  -0.31
Ho (0.9254, -0.2259, 0.7943)  0.32
H (2.7627, -1.0737, -1.3766)  0.30
H (-1.4729, -0.8463, 6.5106)  0.29
C (-1.5778, 1.1753, -1.9295)  -0.95
H (-2.5581, 1.3785, -1.4378)  0.32
N (-0.8802, -0.6251, 3.3771)  -0.47
H (0.6143, -1.4053, -2.5312)  0.21
H (-1.8369, -0.8915, -2.5148)  0.27
H (-2.5210, 0.2592, -3.6685)  0.39
N (-0.7662, -0.5285, 4.7086)  1.04
C (-0.3395, 0.0985, -3.7594)  -0.58
H (-1.2383, 2.1207, -2.4243)  0.29
C (0.7685, -0.3611, -2.8399)  -0.93
Cl (0.5055, -2.6068, 0.1352)  -0.58
H (3.1473, 0.7211, -0.7771)  0.19
Cl (1.8975, 2.1140, 1.2173)  -0.63
H (-0.1039, 1.1221, -4.0974)  0.33
H (1.7542, -0.3695, -3.3274)  0.40
H (-2.5842, -0.9449, 5.2171)  0.28
C (0.8036, 0.5084, -1.4948)  1.06



6.
# C8H15ClMnNO2Rh

C8H15ClMnNO2Rh as an isolated structure in a non-equilibrium geometry (wB97M-V/def2-TZVPD, OMol25).

Computed properties:
highest occupied orbital energy (alpha / beta)	-0.10943 / -0.19817	hartree
spin multiplicity	9
<S²>	20.092
maximum force	6.16	eV Å⁻¹
LUMO (alpha / beta)	0.118 / 0.077	Ha
frontier orbital gap (alpha / beta)	6.2 / 7.5	eV
charge	-1
relative energy (zero: lowest compared OMol25 entry of this formula, charge and spin)	0.2276	eV

Last column: Mulliken charge in e.
Cartesian coordinates (Å):
H (2.8904, -1.0709, -4.0602)  0.21
Cl (1.0561, 0.9437, -2.1606)  -0.29
H (0.3680, -1.9786, 0.7181)  0.32
Rh (0.7420, 0.2202, -4.3902)  0.13
C (1.4527, 2.4371, 3.1574)  -0.46
C (-0.4015, -1.4160, 0.1243)  -0.80
N (1.0148, 0.9829, 1.3759)  -0.22
H (2.1582, 3.2673, 3.0618)  0.23
H (1.8902, 0.6813, 4.3671)  0.24
C (-1.5549, 1.2244, -0.6242)  -1.06
C (1.7750, 0.2193, 2.2640)  0.35
H (-0.6119, -0.5410, -6.3697)  0.21
O (2.0636, -0.9690, 2.1723)  -0.65
H (-1.3310, 2.2659, -0.8201)  0.32
Mn (0.0935, 0.2408, -0.2728)  0.59
H (-0.9710, 1.2063, -6.0076)  0.29
H (3.2462, 1.2696, 3.4772)  0.23
H (-1.4755, -1.7791, 0.1337)  0.21
H (0.7953, 2.7300, 3.9772)  0.26
H (-2.0200, 0.7999, -1.5070)  0.37
H (2.3633, -1.1827, -5.7961)  0.28
H (-2.2371, 1.1588, 0.2191)  0.29
H (-1.6596, -0.0977, -4.9492)  0.24
C (2.5365, -0.5228, -4.9400)  -1.04
C (-0.8242, 0.2021, -5.5929)  -0.99
C (2.1643, 1.1328, 3.4129)  -0.39
O (-0.1630, 3.0059, 1.4119)  -0.60
H (3.2077, 0.3050, -5.1925)  0.27
C (0.6530, 2.2305, 1.8809)  0.44



7.
# C8H15ClO

A 2-piece molecular cluster, C8H15ClO overall in a non-equilibrium geometry (wB97M-V/def2-TZVPD, OMol25).

Computed properties:
highest occupied orbital energy (alpha / beta)	-0.28072 / -0.24707	hartree
maximum force	4.81	eV Å⁻¹
LUMO (alpha / beta)	0.027 / -0.012	Ha
frontier orbital gap (alpha / beta)	8.4 / 6.4	eV
relative energy (zero: lowest compared OMol25 entry of this formula, charge and spin)	3.8126	eV

Last column: Mulliken charge in e.
Cartesian coordinates (Å):
H (-2.0966, 0.4542, -1.3218)  0.33
C (0.8237, -0.7904, -0.0498)  2.30
H (-0.2357, 0.5326, 1.2659)  0.17
H (0.7781, -0.4959, -2.2046)  0.52
H (1.9861, -2.3453, -0.9483)  0.47
C (0.7659, 0.1447, 1.1745)  -1.44
H (-2.1121, -2.4142, 0.3728)  0.39
H (2.2146, 0.0382, -1.5009)  0.46
Cl (-3.5963, -0.9460, -0.3423)  -0.24
H (-3.1559, 1.3464, 1.5881)  0.26
H (2.7038, -1.8456, 0.6902)  0.35
H (0.7207, 0.9339, -1.3732)  0.42
H (1.5034, 0.9217, 0.9021)  0.42
H (1.0685, -0.3157, 2.1122)  0.34
C (-0.5694, -1.3776, -0.1816)  -1.25
H (-0.9045, -1.7530, -1.1290)  0.71
H (-1.2560, 2.6136, -0.4005)  0.28
H (1.3300, -2.8910, 0.5251)  0.39
H (-1.8365, 3.4436, 1.1371)  0.30
C (-2.5553, 0.4689, -0.2991)  -0.18
C (-1.9185, 2.6731, 0.4036)  -0.82
C (1.8083, -2.0797, 0.0192)  -1.67
C (1.1172, -0.0288, -1.3826)  -2.04
O (-1.1999, -2.0564, 0.8287)  -0.50
C (-2.6325, 1.4950, 0.6093)  0.02



8.
# C8H15N

An isolated molecule of C8H15N in a non-equilibrium geometry (wB97M-V/def2-TZVPD, OMol25).

Computed properties:
highest occupied orbital energy	-0.29283	hartree
maximum force	4.64	eV Å⁻¹
LUMO	0.019	Ha
frontier orbital gap	8.5	eV
relative energy (zero: lowest compared OMol25 entry of this formula, charge and spin)	2.9137	eV

Last column: Mulliken charge in e.
Cartesian coordinates (Å):
C (-0.4510, 0.3951, -0.7642)  0.51
H (0.6931, -2.4044, 0.9536)  0.25
H (2.7376, -0.2003, 0.2405)  0.41
C (-1.6566, -0.8482, 0.8024)  -0.58
H (-1.4941, -0.7144, -2.3222)  0.39
H (-1.6336, -1.7423, 0.1748)  0.32
C (0.9965, 1.7753, 0.7587)  -1.44
H (1.6146, 1.5482, 1.6292)  0.37
C (0.7481, 0.5294, -0.0642)  1.09
H (-0.3575, -0.1485, 2.4819)  0.35
C (2.0307, -0.0778, -0.5874)  -1.75
N (0.3896, -1.9615, 1.8249)  -0.74
H (0.2236, -1.0444, -2.2267)  0.33
H (-1.8277, 1.3309, 0.6519)  0.28
H (-2.4551, -0.9468, 1.5376)  0.39
C (-1.7538, 0.4552, 0.0041)  -0.99
H (0.0778, 2.2446, 1.1195)  0.32
H (1.8572, -1.0871, -0.9743)  0.41
C (-0.5313, -0.2483, -2.1073)  -1.38
H (-0.3801, 0.5250, -2.8706)  0.32
H (1.5340, 2.5168, 0.1555)  0.37
H (-2.6094, 0.4278, -0.6768)  0.39
H (2.4895, 0.5168, -1.3775)  0.39
C (-0.2418, -0.8411, 1.6365)  0.00